13
Properties=species:S:1:pos:R:3 method="wB97M-V/def2-TZVPD" smiles="COn1ccoc1=O" e_tot_ev=-11858.4498 e_lumo_ev=0.86 gap_ha=0.3477 spin_multiplicity=1
C 0.578 1.351 0.364
C 1.835 1.364 -0.131
C 1.171 -0.787 -0.002
C -1.986 -0.940 -0.096
N 0.134 0.062 0.354
O 1.149 -1.966 -0.129
O 2.198 0.042 -0.273
O -1.066 -0.270 0.833
H 0.104 2.244 0.498
H 2.622 2.140 -0.135
H -2.918 -0.812 0.240
H -1.850 -2.039 -0.427
H -1.971 -0.389 -1.097

***

13
Properties=species:S:1:pos:R:3 method="wB97M-V/def2-TZVPD" smiles=Nc1occ(O)c1O e_tot_ev=-11856.7757 e_lumo_ev=0.53 gap_ha=0.3174 spin_multiplicity=1
C 0.580 -0.295 0.598
C 0.163 1.590 -0.126
C -0.682 0.814 -0.961
C -0.199 -0.451 -0.467
H 0.576 -0.392 2.771
H 1.896 -1.227 1.927
H 0.103 2.626 -0.243
H -1.488 0.297 -2.477
H -0.681 -2.225 -0.572
N 0.955 -1.169 1.890
O 0.611 0.948 0.993
O -1.225 1.017 -2.034
O -0.608 -1.534 -1.297

***

13
Properties=species:S:1:pos:R:3 method="wB97M-V/def2-TZVPD" smiles=COc1ocnc1O e_tot_ev=-11860.0155 e_lumo_ev=0.84 gap_ha=0.3266 spin_multiplicity=1
C -1.277 1.361 -1.226
C 0.227 -0.015 -0.130
C 0.064 -0.539 1.914
C 1.161 -0.916 0.147
H -1.523 1.606 -2.277
H -1.020 2.263 -0.658
H -2.158 0.845 -0.857
H -0.367 -0.540 2.935
H 2.415 -2.165 -0.291
N 1.098 -1.251 1.471
O -0.139 0.514 -1.319
O -0.567 0.205 0.980
O 2.087 -1.367 -0.689

***

13
Properties=species:S:1:pos:R:3 method="wB97M-V/def2-TZVPD" smiles="O=C1CO1.CN=C=O" e_tot_ev=-11858.6807 e_lumo_ev=0.44 gap_ha=0.3838 spin_multiplicity=1
C 1.476 1.809 -0.017
C -1.481 -1.943 0.211
N -0.762 -0.705 0.017
C 1.665 0.349 -0.469
C -1.208 0.430 0.039
O 2.136 0.724 0.720
O 2.176 -0.201 -1.401
O -1.529 1.543 -0.035
H 2.114 2.634 -0.304
H 0.585 2.188 0.467
H -1.533 -2.244 1.258
H -2.539 -1.858 -0.042
H -1.101 -2.725 -0.444

***

13
Properties=species:S:1:pos:R:3 method="wB97M-V/def2-TZVPD" e_tot_ev=-11854.9895 e_lumo_ev="-0.80 / -0.03" gap_ha="0.2611 / 0.3038" spin_multiplicity=1
C 0.172 -1.059 -0.021
C 1.538 -1.207 0.048
C 3.347 0.382 0.314
C -2.557 1.167 -0.023
N -0.454 0.064 0.088
O 4.306 0.982 0.032
O 2.342 -0.191 -0.229
O -1.825 -0.102 0.101
H -0.631 -1.844 0.019
H 2.059 -2.220 0.035
H -3.459 0.964 0.531
H -3.030 1.215 -0.999
H -1.809 1.850 0.106

***

13
Properties=species:S:1:pos:R:3 method="wB97M-V/def2-TZVPD" e_tot_ev=-11854.6177 e_lumo_ev="0.20 / 0.20" gap_ha="0.3338 / 0.3338" spin_multiplicity=1
C -0.475 2.933 0.477
C -0.918 2.013 -0.153
C 1.801 -1.850 -0.591
C -1.206 0.737 -0.687
N -1.502 -0.265 0.113
O -2.085 -1.358 -0.600
O -1.323 -0.471 1.316
O 0.804 -2.476 -0.340
H -0.195 3.858 0.666
H 2.348 -1.177 0.062
H 2.403 -1.812 -1.534
H -1.717 -2.182 -0.214
H -1.221 0.781 -1.746

***

14
Properties=species:S:1:pos:R:3 method="wB97M-V/def2-TZVPD" smiles="O=C1OCCO/C1=N/O" e_tot_ev=-13904.6909 e_lumo_ev=-0.41 gap_ha=0.3300 spin_multiplicity=1
C 0.755 0.371 -0.749
C 0.420 0.179 1.668
C -0.972 -0.322 1.289
C -0.526 -0.454 -1.079
H -0.078 0.313 -2.742
H 0.443 0.834 2.540
H 1.266 -0.670 1.947
H -1.464 0.609 1.198
H -1.315 -0.993 2.066
N 1.664 0.596 -1.650
O 1.110 0.423 -2.889
O 0.923 0.850 0.552
O -1.120 -1.106 0.027
O -1.107 -0.632 -2.178

***

12
Properties=species:S:1:pos:R:3 method="wB97M-V/def2-TZVPD" e_tot_ev=-18600.9211 e_lumo_ev=-0.01 gap_ha=0.3284 spin_multiplicity=1
C -0.406 1.053 0.705
C 0.813 0.512 -0.759
C 0.362 -0.226 0.459
C -0.452 -1.431 0.112
N 0.151 1.646 -0.425
O -1.325 1.423 1.384
S 1.966 0.138 -1.885
H 1.027 -0.347 1.242
H -1.430 -1.189 -0.423
H -0.947 -1.938 0.988
H -0.047 -2.186 -0.532
H 0.287 2.544 -0.866

***

12
Properties=species:S:1:pos:R:3 method="wB97M-V/def2-TZVPD" e_tot_ev=-18597.8079 e_lumo_ev=0.47 gap_ha=0.3088 spin_multiplicity=1
C 0.545 -0.674 0.067
C 0.013 0.093 -0.833
C -0.703 0.946 -0.070
C -0.781 0.505 1.271
H 0.783 -2.579 -0.902
H 1.579 -2.305 1.147
H 0.267 0.295 -1.824
H -0.289 2.802 -1.324
H -1.372 0.903 2.070
N 1.322 -1.822 -0.101
O 0.112 -0.587 1.259
S -1.477 2.423 -0.759

***

12
Properties=species:S:1:pos:R:3 method="wB97M-V/def2-TZVPD" smiles="O=CN1C[C@@H]1C=S" e_tot_ev=-18597.2981 e_lumo_ev=-1.25 gap_ha=0.3001 spin_multiplicity=1
C 1.876 -0.020 -0.460
C 0.644 0.097 0.469
C -0.627 1.162 0.132
C -1.644 -1.011 -0.163
H 1.825 0.597 -1.321
H 1.071 -0.320 1.461
H -1.073 1.684 0.966
H -0.213 1.802 -0.775
H -2.676 -0.381 -0.071
N -0.655 -0.263 -0.305
O -1.657 -2.263 0.025
S 3.131 -1.083 0.042

***

12
Properties=species:S:1:pos:R:3 method="wB97M-V/def2-TZVPD" e_tot_ev=-18598.0737 e_lumo_ev=0.41 gap_ha=0.3207 spin_multiplicity=1
C 1.439 0.488 0.083
C 1.278 0.311 -1.226
C -0.062 -0.293 -1.476
C -0.584 -0.245 -0.246
H 3.657 0.393 0.697
H 1.861 1.446 1.607
H 2.114 0.442 -1.987
H -0.682 -0.366 -2.429
H -2.260 -1.437 1.106
N 2.414 0.504 1.101
O 0.324 0.038 0.679
S -2.288 -0.367 0.316

***

12
Properties=species:S:1:pos:R:3 method="wB97M-V/def2-TZVPD" smiles="C=C(C=S)NC=O" e_tot_ev=-18600.9498 e_lumo_ev=-1.18 gap_ha=0.3033 spin_multiplicity=1
C 0.258 2.163 -0.002
C -0.083 0.854 -0.003
C 2.154 -0.212 0.006
C -1.519 0.527 0.007
H -0.520 2.899 0.003
H 1.269 2.491 -0.005
H 0.370 -1.143 -0.001
H 2.573 0.830 0.013
H -2.157 1.444 -0.013
N 0.787 -0.228 -0.004
O 2.835 -1.206 -0.002
S -2.161 -0.954 0.000

***

12
Properties=species:S:1:pos:R:3 method="wB97M-V/def2-TZVPD" e_tot_ev=-18595.5651 e_lumo_ev=0.07 gap_ha=0.2878 spin_multiplicity=1
C 0.780 -2.616 0.928
C 2.204 -0.867 1.692
C 0.515 0.359 0.599
C -1.370 1.460 -0.881
N 1.524 0.114 1.310
O 1.839 -2.168 1.627
S -0.928 1.019 0.903
H 0.868 -3.678 0.774
H 3.268 -0.670 2.143
H -0.825 0.713 -1.351
H -1.010 2.451 -0.900
H -2.422 1.421 -1.122

***

12
Properties=species:S:1:pos:R:3 method="wB97M-V/def2-TZVPD" smiles=Cc1cc(S)no1 e_tot_ev=-18600.2569 e_lumo_ev=0.88 gap_ha=0.3621 spin_multiplicity=1
C -1.010 -1.277 2.426
C -0.539 -0.671 1.193
C 0.193 0.423 0.914
C 0.258 0.393 -0.505
H -2.027 -1.592 2.246
H -0.404 -2.155 2.584
H -0.985 -0.655 3.318
H 0.632 1.134 1.611
H 1.000 0.929 -2.713
N -0.230 -0.732 -1.011
O -0.718 -1.430 0.052
S 0.983 1.605 -1.535

***

13
Properties=species:S:1:pos:R:3 method="wB97M-V/def2-TZVPD" smiles="C=CC(=S)O/C=N/S" e_tot_ev=-29434.7522 e_lumo_ev=-0.51 gap_ha=0.3167 spin_multiplicity=1
C -0.792 1.196 -0.569
C -0.582 -0.769 0.725
C 0.492 -1.770 1.101
C 1.752 -1.741 0.712
H -0.156 3.758 -2.572
H -1.814 1.177 -0.140
H 0.075 -2.617 1.670
H 2.331 -2.653 1.111
H 2.291 -0.945 0.090
N -0.229 1.988 -1.348
O -0.036 0.144 -0.033
S -1.192 3.288 -1.918
S -2.142 -1.056 1.172

***

13
Properties=species:S:1:pos:R:3 method="wB97M-V/def2-TZVPD" smiles="C#C[C@H](S)C(=O)NS" e_tot_ev=-29433.7322 e_lumo_ev=0.39 gap_ha=0.3639 spin_multiplicity=1
C -0.185 1.061 0.660
C -0.594 -0.370 0.916
C 0.457 -1.418 0.693
C 1.240 -2.276 0.491
H 1.697 0.296 -1.681
H 0.268 2.596 -0.717
H -0.885 -0.169 1.953
H -1.893 -0.056 -1.387
H 1.814 -3.190 0.178
N 0.179 1.538 -0.680
O -0.164 1.788 1.600
S 0.363 0.587 -2.014
S -2.296 -0.388 -0.012

***

13
Properties=species:S:1:pos:R:3 method="wB97M-V/def2-TZVPD" smiles="C#C[C@@H](O)NC(=S)S" e_tot_ev=-29433.9021 e_lumo_ev=0.41 gap_ha=0.3300 spin_multiplicity=1
C -1.349 -0.970 -0.865
C 1.387 0.317 1.102
C -2.444 -1.446 -0.836
C -0.159 -0.168 -0.847
N 0.558 -0.480 0.346
O -0.476 1.196 -0.919
S 2.419 -0.176 2.238
S 1.357 1.997 0.451
H 2.501 2.116 1.170
H -3.384 -1.918 -0.723
H 0.541 -0.336 -1.622
H 0.187 -1.455 0.689
H -1.140 1.324 -0.185

***

13
Properties=species:S:1:pos:R:3 method="wB97M-V/def2-TZVPD" smiles="C=C(SC=S)C(N)=O" e_tot_ev=-29433.8588 e_lumo_ev=-0.66 gap_ha=0.2939 spin_multiplicity=1
C 0.749 -0.700 0.309
C 0.151 0.658 0.301
C 0.864 1.788 0.014
C -2.634 -0.599 0.211
H 2.386 -0.163 -0.716
H 2.419 -1.978 -0.526
H 0.189 2.646 -0.137
H 1.912 1.817 -0.538
H -1.927 -1.513 -0.067
N 1.824 -1.019 -0.321
O 0.080 -1.533 0.954
S -1.659 0.927 0.620
S -4.352 -0.331 -0.104

***

13
Properties=species:S:1:pos:R:3 method="wB97M-V/def2-TZVPD" smiles="O=C1CC=CSN1S" e_tot_ev=-29434.4300 e_lumo_ev=0.10 gap_ha=0.3207 spin_multiplicity=1
C -0.235 -0.893 -0.726
C -1.259 -0.054 -1.033
C 1.066 0.977 0.510
C 0.637 -0.736 0.414
N -0.088 1.734 0.497
O 2.233 1.311 0.741
S -1.712 1.180 0.114
S 0.073 3.416 0.894
H 0.161 -1.691 -1.382
H -1.876 -0.246 -2.027
H 0.180 -0.981 1.382
H 1.696 -1.137 0.447
H 1.527 3.557 0.794

***

11
Properties=species:S:1:pos:R:3 method="wB97M-V/def2-TZVPD" e_tot_ev=-16551.0008 e_lumo_ev=0.30 gap_ha=0.3475 spin_multiplicity=1
C 1.313 0.242 -0.414
C 0.516 1.075 0.197
C 0.964 -1.173 -0.206
C -0.902 -0.187 0.686
N -0.175 -1.333 0.320
S -2.470 0.062 -0.123
H 2.307 0.443 -0.982
H 0.093 1.985 0.265
H 1.443 -2.102 -0.481
H -1.070 0.027 1.815
H -2.019 0.962 -1.076